Here is 3 unconnected molecules or ions with the total composition CH11N6 from OMol25. Energies are from the ωB97M-V functional and the def2-TZVPD basis.

Geometry (Å):
C 1.25239 -0.71509 -0.80181
N 0.31176 -1.61827 -0.99021
N -2.96929 0.12365 0.49667
N 2.34821 -0.82235 -1.52409
N -0.44251 0.68810 1.15710
N 0.38281 1.22817 0.35024
N 1.45626 1.74422 0.84726
H 0.39811 -2.38454 -1.65707
H -0.55419 -1.55781 -0.48552
H -3.48339 0.04999 1.36930
H -3.21005 -0.68164 -0.06932
H 2.49508 -1.56524 -2.20598
H 3.08468 -0.14260 -1.45950
H -1.41807 0.41961 0.81747
H -0.19618 0.53552 2.13604
H 1.75994 1.56737 1.80591
H -3.31146 0.94749 0.01101
H 2.09588 2.18343 0.20249

The net charge is +1. The orbital gap is 8.33 eV. As for the HOMO energy: -11.69 eV. As for the molar mass: 107.14 g mol⁻¹. Its total energy is -372.91254 a.u.

Partial charges, Löwdin, in e:
1 C -0.291
2 N 0.076
3 N 0.041
4 N 0.076
5 N 0.077
6 N -0.079
7 N 0.090
8 H 0.109
9 H 0.065
10 H 0.067
11 H 0.060
12 H 0.106
13 H 0.087
14 H 0.037
15 H 0.138
16 H 0.140
17 H 0.069
18 H 0.131